(1)
Below is 3 unconnected molecules or ions with the total composition C19H46FN7O4P3S in a non-equilibrium geometry, with properties calculated with ωB97M-V/def2-TZVPD.

XYZ file:
```
81
Properties=species:S:1:pos:R:3
S 1.3976 3.3773 1.9487
P -5.0457 -1.7558 -4.0702
P 6.2906 0.5164 4.6151
P 1.4565 1.6347 1.1086
F -6.0402 0.9107 0.2274
O 2.5302 1.7746 -0.2255
O 2.1045 0.5472 2.2980
O 5.9362 -0.9493 4.2945
O -3.8428 -2.6230 -3.6415
N 6.4695 0.9782 2.9798
N -4.3748 -1.3055 -5.5782
N -6.4274 -0.7110 -4.5200
N -0.1329 0.9809 0.6528
N -6.1421 -3.0628 -4.1263
N 7.7469 0.1436 5.4313
N 6.6427 2.2191 5.0369
C 5.2190 1.0332 2.2288
C -4.8971 -1.5999 -6.9006
C -2.7274 1.2804 0.3840
C -0.2596 -0.4115 0.2073
C -6.5665 0.3643 -3.5251
C 9.0926 0.5443 5.0638
C 7.0887 3.2800 4.1381
C 7.5695 0.6057 2.1140
C -3.9811 2.2979 0.5321
C -2.9126 -1.2755 -5.6638
C 7.8228 -1.1730 6.0700
C -6.5001 -3.6090 -2.8187
C -6.1639 -4.1015 -5.1368
C 5.5519 2.7475 5.8715
C -1.6171 -1.0715 -0.1651
C -2.9353 -0.2159 -0.0603
C -5.1636 1.4572 1.2256
C -1.3166 1.8191 0.7322
C -7.7646 -1.1363 -4.9261
H 5.8322 3.6855 6.3588
H 7.3673 4.1654 4.7222
H -3.9777 -0.6519 -0.2932
H -7.1320 -4.6044 -5.1348
H 9.7568 0.4899 5.9343
H -7.2231 1.1631 -3.8808
H -4.6226 -2.6052 -7.2336
H 5.3073 2.0355 6.6684
H 7.4762 -0.4202 1.7423
H 8.5352 0.7100 2.5966
H 9.1606 1.5782 4.7304
H 6.3145 3.5829 3.4276
H 6.8842 -1.4230 6.5648
H 8.5958 -1.2006 6.8459
H 7.9876 3.0054 3.5850
H 4.6481 2.9133 5.2776
H 8.0504 -1.9584 5.3399
H -7.7420 -1.8345 -5.7633
H -8.3306 -1.5854 -4.1057
H 9.5174 -0.1078 4.2945
H -1.7162 -2.1629 -0.4887
H -5.5898 0.8209 -3.3236
H 4.5809 1.8307 2.6301
H -6.0620 -3.7086 -6.1425
H 5.3759 1.2643 1.1728
H -8.3335 -0.2706 -5.2862
H -7.0582 -2.8581 -2.2451
H 7.6160 1.2800 1.2574
H -4.2541 2.7779 -0.4664
H -6.9596 -0.0228 -2.5807
H 4.6633 0.0922 2.2875
H -4.6617 0.6399 1.8661
H -4.4908 -0.8952 -7.6356
H 2.2222 2.4852 -0.8369
H 1.7658 -0.3542 2.0412
H -2.5704 -0.6558 -6.4999
H -2.4763 -0.8417 -4.7634
H -2.4998 -2.2818 -5.7995
H 0.6628 -1.1018 0.1391
H -5.9765 -1.4831 -6.9755
H -5.6908 2.1703 1.9615
H -1.2398 2.9105 1.0605
H -3.6740 3.1460 1.2570
H -5.3836 -4.8526 -4.9768
H -7.1472 -4.4849 -2.8938
H -5.6162 -3.8922 -2.2385
```

## Properties
Total charge   +1

(2)
Below is 7 unconnected molecules or ions with the total composition C19H46N8O13PS in a non-equilibrium geometry, with properties calculated with ωB97M-V/def2-TZVPD.

XYZ file:
```
88
Properties=species:S:1:pos:R:3
S -4.4720 -0.8849 -1.0802
P 3.8894 -0.4144 -0.3404
O -4.8562 -6.3932 4.5586
O 4.3414 1.2553 3.0014
O 0.6596 2.6569 -3.4835
O -1.4092 2.6793 -4.0954
O 2.0104 -3.0938 4.0591
O 1.5427 -1.1573 3.2243
O 4.5224 3.2940 3.7015
O 0.1163 5.8880 -2.8039
O -6.8727 -6.4593 3.8001
O 1.0870 5.3434 -0.9542
O -2.9666 -2.5447 0.4872
O -6.3291 4.5757 -2.5974
O -5.5492 4.1534 -0.6326
N -4.1737 -3.5586 -1.0243
N -5.9896 3.8195 -1.7119
N 1.2431 -2.2541 3.6341
N -3.4587 -4.5221 -0.3128
N -0.2134 2.8170 -4.2985
N 0.1529 5.7643 -1.5925
N 4.0945 2.1525 3.7645
N -5.6867 -6.2298 3.6899
C 5.0290 -4.4048 -1.4961
C 2.4711 1.8688 0.6218
C -2.7759 -3.8660 0.5333
C -6.1213 2.3571 -1.9602
C 1.4067 1.8492 -0.4690
C -0.1993 -2.6161 3.6199
C 3.1400 -3.0221 0.4710
C -3.8683 -2.4201 -0.5459
C 0.2148 3.2213 -5.6640
C -2.9232 -0.0663 -1.6100
C 5.0652 -2.8908 -1.2425
C -2.2938 0.7234 -0.4637
C -5.1986 -5.7034 2.3851
C 3.8423 1.4764 0.0834
C 3.7545 -2.2947 -0.7453
C 3.1711 1.8483 4.8911
C 0.0062 1.5713 0.0892
C -1.1283 1.6092 -0.9536
C -1.0716 6.1621 -0.8457
H 1.4529 2.7365 -1.0963
H 3.0324 -2.3752 -1.5621
H 5.2626 -2.4421 -2.2176
H 3.7104 2.0370 5.8148
H -1.8894 5.5468 -1.2099
H -2.2254 -0.8145 -1.9765
H -5.1303 1.9222 -1.8708
H -2.0889 -4.2975 1.2357
H -4.4704 -6.4087 1.9973
H 4.6339 1.7580 0.7657
H 3.6887 -3.8993 0.8115
H -3.0625 1.3702 -0.0433
H -0.7597 -1.7807 3.2146
H -0.2998 -3.4972 2.9945
H 2.1051 -3.2677 0.2273
H -6.5226 2.2110 -2.9559
H 5.8760 -2.6158 -0.5643
H -1.4829 2.6382 -0.9897
H 3.9566 2.0223 -0.8604
H 5.2902 -0.3080 -0.8045
H 0.7467 4.1631 -5.5675
H -4.7411 -4.7376 2.5752
H 3.0748 -2.3481 1.3293
H 2.1812 1.2151 1.4486
H 0.8693 2.4417 -6.0422
H -0.8969 5.9953 0.2106
H 4.4329 -0.7253 1.0079
H -1.2534 7.2122 -1.0538
H -0.7918 1.3327 -1.9456
H 4.6162 -4.9600 -0.6596
H 2.8726 0.8083 4.8132
H -6.0416 -5.6078 1.7116
H 0.0799 0.5849 0.5449
H 2.3149 2.5099 4.7980
H -1.9508 0.0249 0.2920
H -6.7904 1.9562 -1.2051
H 4.4010 -4.6036 -2.3664
H -3.1354 0.5886 -2.4528
H 1.6535 0.9986 -1.1062
H -0.4941 -2.8282 4.6434
H -0.1713 2.3137 0.8737
H 6.0370 -4.7496 -1.7273
H -0.6672 3.3296 -6.2844
H 2.5189 -0.5281 0.2323
H 3.3678 -0.1039 -1.7036
H 2.4872 2.8919 1.0315
```

## Properties
Total charge   -1

(3)
Below is a molecular structure, C19H48BNO15P2S in a non-equilibrium geometry, with properties calculated with ωB97M-V/def2-TZVPD.

XYZ file:
```
87
C19H48BNO15P2S (ωB97M-V/def2-TZVPD)
S -1.4935 -1.2098 1.6350
P 0.1736 1.9576 -9.2179
P 1.2332 -2.7852 10.2149
O 0.3509 1.1510 -10.6093
O 1.7256 -2.4843 8.6855
O -3.4429 -2.6679 3.5496
O 0.3301 2.0795 -7.7483
O 0.5565 -4.0916 10.0381
O 0.5203 3.4213 -9.8314
O -1.3342 -2.6455 4.7574
O 0.0799 -1.1186 1.0464
O -1.4056 -2.6505 2.3775
O -2.3347 -1.4004 0.4949
O -1.4554 2.0055 -9.3533
O 0.0468 -1.6828 10.3563
O 2.3912 -1.8484 10.8533
O 2.3716 2.9180 -4.5005
O 0.0273 -0.2827 -0.1057
N 1.3963 1.2045 -2.5371
C -5.5906 -3.1028 4.6328
C -0.5810 0.1452 -11.0609
C -2.7813 3.0983 -7.6474
C -1.5429 0.7342 -12.0661
C -0.7716 -1.6860 11.5294
C 1.0379 -0.7264 -0.9935
C -2.3133 1.7831 -8.2334
C 3.8218 -0.4888 9.4439
C -0.0155 -1.2298 12.7630
C 1.1352 3.2874 -3.8906
C 1.3018 4.5876 -3.0681
C 0.7815 -0.1307 -2.3620
C 0.4548 2.1414 -3.1330
C 3.7142 -1.7369 10.2887
C -4.1447 -2.6929 4.7994
C 2.7821 3.1392 -10.7296
C 1.7817 -3.5102 7.6924
C 1.8681 3.8989 -9.7868
C 0.5494 -3.4723 6.8151
B -2.0915 -2.6384 3.6190
H -2.2676 -0.0174 -12.3814
H -3.1734 1.2172 -8.6006
H 1.8302 4.9486 -10.0754
H -1.8282 1.1626 -7.4814
H 0.5294 -2.5507 6.2386
H -6.0655 -2.9752 5.6109
H -1.6457 -2.0272 5.4250
H 4.4091 -1.6631 11.1266
H 0.7646 -1.9459 13.0326
H -3.3514 2.9341 -6.7320
H 3.9797 -2.6320 9.7289
H -0.3632 -3.4966 7.4120
H 0.4723 -0.2720 12.5845
H 0.6242 4.5403 -2.2173
H 0.5380 -4.3140 6.1232
H 2.6705 -3.3168 7.0858
H -5.7240 -4.1476 4.3567
H 2.2413 3.8508 -8.7593
H 1.9199 -4.4911 8.1448
H 3.6591 0.3990 10.0575
H -2.0825 1.5894 -11.6675
H 1.1588 -0.7847 -3.1532
H -3.4153 3.6248 -8.3624
H 2.3677 3.1211 -11.7370
H -0.1434 2.5635 -2.3199
H -0.2692 1.6713 -3.8158
H 0.0080 -0.6359 -11.5437
H 2.0498 -0.5512 -0.6197
H 2.3380 4.7463 -2.7750
H -1.5964 -1.0027 11.3289
H -1.1958 -2.6833 11.6782
H 2.2754 3.0189 -5.4495
H -1.9395 3.7539 -7.4249
H 1.0068 5.4307 -3.6951
H 3.0765 -0.4616 8.6533
H -0.6929 -1.1317 13.6121
H -1.0021 1.0884 -12.9453
H -0.3034 -0.0925 -2.4904
H 3.7698 3.6004 -10.7588
H -6.1413 -2.4522 3.9538
H 2.1793 1.0432 -3.1572
H 0.4554 3.5628 -4.7038
H -4.1368 -1.6741 5.2033
H 2.9019 2.1011 -10.4093
H 4.8116 -0.4229 8.9903
H -1.0994 -0.3157 -10.2218
H 0.9357 -1.8162 -1.0841
H -3.6694 -3.3640 5.5173
```

(4)
Below is a molecular structure, C19H48BrFINO15PS6 in a non-equilibrium geometry, with properties calculated with ωB97M-V/def2-TZVPD.

XYZ file:
```
93
Properties=species:S:1:pos:R:3
I -1.7106 1.8151 3.4319
Br -3.3017 1.7220 0.4971
S 8.3816 -3.1758 1.2764
S -4.6995 -3.4308 1.8994
S -8.2666 -1.6092 -3.0237
S 4.3688 0.9626 -0.6365
S -0.3709 0.1460 -6.3226
S -4.8709 5.0322 5.3560
P -2.4405 0.0406 1.8368
F 0.9374 -0.3086 2.7779
O 5.0613 0.8567 -2.1074
O -7.4995 -1.6564 -4.2508
O -8.9658 -2.7670 -2.5082
O -4.3908 3.8873 4.6119
O -7.3294 -0.9870 -1.8452
O -4.0366 6.1869 5.6150
O -5.5068 4.5203 6.7659
O 3.0072 0.4787 -0.7204
O 9.6832 -4.0510 0.8357
O 8.7823 -2.2287 2.2957
O 0.4634 1.3007 -6.0636
O 0.1092 -0.9989 -7.0667
O 7.6625 -2.7690 0.0880
O 4.6938 2.2513 -0.0619
O -1.0068 -0.3660 -4.9127
N -3.0618 -1.1098 0.6228
C 7.4837 -4.4915 2.0600
C 5.3608 -0.2716 0.1658
C 0.0948 -2.4302 1.4844
C -0.2084 -1.1703 -4.0565
C -9.4120 -0.2576 -3.1340
C -0.8067 0.1087 0.8506
C 10.6025 -3.4879 -0.0890
C 0.8126 -0.3367 -3.3042
C -3.8432 -2.0798 1.2371
C 4.6363 2.9809 -3.2054
C -3.6874 4.5495 8.3743
C -5.1697 -2.0775 -2.0572
C -6.3855 5.5929 4.6193
C -4.7084 3.7159 7.6221
C 11.5041 -2.4648 0.5772
C -6.3958 -1.8378 -1.1955
C 0.4097 -0.8150 1.4558
C 4.4183 1.4790 -3.2105
C -1.8855 0.7066 -7.0593
H -7.0432 4.7355 4.4650
H 6.5797 -4.0668 2.5019
H 5.1602 -1.2412 -0.2937
H -2.5432 -0.1508 -7.2136
H 1.3272 -0.6788 0.7042
H -6.8506 6.3269 5.2804
H 8.1078 -4.9302 2.8411
H -5.3846 3.2455 8.3424
H 5.0845 -0.2924 1.2223
H -3.1691 3.9435 9.1230
H 10.0759 -3.0537 -0.9455
H -4.7486 -1.1288 -2.4049
H 4.2498 3.4311 -4.1242
H 0.3305 0.5104 -2.8062
H -9.9619 -0.1814 -2.1941
H -6.8672 -2.7828 -0.9055
H -2.3506 1.4407 -6.3982
H -0.3946 1.2106 0.6784
H -6.1430 6.0574 3.6610
H -10.1005 -0.4648 -3.9561
H -4.1695 5.3967 8.8724
H 7.2192 -5.2370 1.3079
H 1.3309 -0.9427 -2.5555
H -1.9683 -1.0107 2.7263
H -1.6430 1.1711 -8.0176
H 6.4138 -0.0018 0.0629
H -0.5284 -2.8258 0.5759
H 3.3511 1.2336 -3.2275
H 4.8604 1.0578 -4.1185
H -4.4045 -2.6236 -1.4980
H -0.3605 -2.8106 2.5148
H -5.4223 -2.6642 -2.9452
H 1.5637 0.0733 -3.9856
H -8.8577 0.6610 -3.3368
H -1.0618 -0.2934 -0.2441
H 11.9683 -2.8838 1.4756
H 12.2892 -2.1354 -0.1094
H -6.0904 -1.3336 -0.2736
H -4.2251 2.9102 7.0596
H -0.8846 -1.6407 -3.3362
H 11.2167 -4.3091 -0.4708
H -2.9363 4.9596 7.6929
H 0.2749 -1.9761 -4.6190
H 4.1253 3.4491 -2.3591
H 1.1566 -2.9704 1.4075
H -3.7253 0.0270 2.5219
H 10.9356 -1.5834 0.8879
H 5.7008 3.2179 -3.1122
```

## Properties
Total charge   -1

(5)
Below is a molecular structure, C19H48CuN3O7 in a non-equilibrium geometry, with properties calculated with ωB97M-V/def2-TZVPD.

XYZ file:
```
78
C19H48CuN3O7 (ωB97M-V/def2-TZVPD)
Cu -0.9550 0.5314 0.6129
O -2.0272 -1.9034 0.8995
O 2.5092 1.6719 -4.6956
O 1.5486 -2.1555 -1.0584
O 2.0098 0.3253 -0.1516
O -1.0943 2.0890 0.9507
O -2.9512 0.6037 0.0976
O 0.3239 1.3168 5.0024
N 0.9087 0.2213 -2.5938
N -0.1533 0.2437 2.0458
N -0.3760 -0.2099 -0.9642
C -0.7563 0.4993 4.5396
C 3.8126 2.0802 -4.8421
C 2.2416 0.2838 -4.7137
C 0.9085 0.0360 -3.9979
C 0.3502 -2.5715 -0.4888
C 0.5692 1.2436 6.3692
C 1.3794 1.5136 -2.0817
C -0.6988 -1.6081 -1.1520
C -3.0511 -2.9075 0.7672
C -1.2267 -2.0620 2.1048
C -4.3321 0.3955 0.3183
C -1.2983 0.6972 -1.6766
C 1.4186 1.5752 -0.4951
C 2.5724 -3.0283 -0.8999
C -1.0673 0.7619 3.0432
C -2.7154 0.4399 -1.3131
C 2.2234 -0.0037 1.1919
C -0.7992 3.3117 0.3866
C 0.0792 -1.2235 2.0852
H -2.0779 0.4855 2.7426
H -3.6703 -2.6271 -0.0849
H 2.9278 -0.2863 -4.0875
H 3.5221 -2.5837 -1.1974
H 2.4689 0.9018 1.7469
H 0.7311 0.2225 6.7144
H 1.4762 -0.4833 -2.1447
H -5.0707 1.0761 -0.1050
H -1.6471 3.6267 -0.2217
H 0.7590 -1.4675 1.2688
H 2.4298 1.6348 -2.3464
H -1.6958 -1.8252 -0.7685
H 4.2014 1.8654 -5.8375
H -0.2699 1.5983 6.9676
H 0.0548 3.1251 -0.2645
H 2.3004 -0.0666 -5.7442
H 0.5611 -0.0813 -1.3184
H 1.3400 -0.4608 1.6378
H -1.2595 0.4947 -2.7469
H -0.9702 -3.1166 2.2054
H -4.4705 0.4849 1.3958
H -3.7292 -3.0112 1.6143
H 1.4713 1.8405 6.5037
H 3.1332 -0.6037 1.2046
H -0.7343 -1.8958 -2.2028
H 0.2700 0.8356 -4.3736
H -4.5682 -0.6442 0.0914
H 4.4458 1.7527 -4.0175
H -0.6218 4.1594 1.0485
H 0.5491 -0.9167 -4.3869
H 2.4613 -3.9653 -1.4456
H -3.3419 1.0932 -1.9204
H -1.0199 1.7386 -1.5152
H 3.9127 3.1619 -4.7525
H -1.6931 0.5315 5.0958
H -0.5991 -0.5697 4.6833
H 0.5695 -1.3616 3.0488
H 0.0491 -3.5920 -0.7256
H 0.7070 0.7497 2.2003
H 0.3887 1.5330 -0.1407
H 1.9206 2.4770 -0.1444
H -1.8747 -1.9177 2.9693
H -3.0200 -0.5499 -1.6531
H -2.6287 -3.8792 0.5114
H 0.8645 2.3585 -2.5391
H 2.7528 -3.3764 0.1172
H -1.0305 1.8512 3.0292
H 0.3716 -2.4846 0.5975
```

no.,frontier orbital gap (eV),E_LUMO (eV)
1,4.0591,-5.5
2,4.5036,1.5
3,8.9709,0.4
4,6.3062,1.7
5,5.3464,0.5